[1]
Computed, not measured: 10 unconnected molecules or ions with the total composition C30H60O30 in a non-equilibrium geometry, with ωB97M-V/def2-TZVPD.

Geometry as XYZ:
```
120
Properties=species:S:1:pos:R:3:forces:R:3:mulliken_charge:R:1
C -0.900178 1.920417 2.722583 -0.6757 -0.9715 0.9619 -0.151
O -0.841940 2.379451 1.345306 -0.5993 0.3792 0.3955 -0.340
C -2.021967 2.445569 0.643551 -0.4190 -1.5267 1.2898 0.584
O -3.135174 2.184196 1.086844 1.6663 0.6169 -0.1987 -0.496
O -1.834691 2.668112 -0.629962 -0.2188 0.2932 -0.5721 -0.019
C -0.565010 3.093427 -1.203017 -1.1000 1.7387 1.2737 -0.108
H 0.082889 1.961284 3.239913 -0.3575 0.5102 -0.9732 0.089
H -1.149284 0.835491 2.730882 -0.0516 0.8784 -0.1532 -0.114
H -1.639322 2.447397 3.382542 0.5986 -0.1771 -1.0435 0.288
H -0.795051 3.301381 -2.263088 0.3587 -0.0524 0.7264 0.025
H 0.170390 2.368629 -1.005932 0.9025 -1.0407 -0.2248 -0.104
H -0.280580 3.983449 -0.579142 -0.0014 -0.4388 -1.1490 0.291
C -4.075270 1.259579 -2.190168 -1.4561 0.0649 -0.6400 -0.604
O -3.021729 1.902326 -2.902612 0.5886 0.0243 -0.0985 0.103
C -3.228450 3.001857 -3.623030 0.4150 -0.0363 0.0072 0.695
O -2.305425 3.720427 -3.958274 -0.9325 -0.6706 0.1786 -0.585
O -4.519906 3.184671 -3.964671 0.8314 0.0613 -0.3717 -0.373
C -4.645034 4.279980 -4.889164 -1.4829 1.3400 1.5357 -0.726
H -4.805377 0.865619 -2.920698 0.1589 0.2443 0.3266 0.427
H -4.575156 1.986607 -1.535159 0.2313 -0.3921 -0.0268 0.338
H -3.707373 0.398514 -1.633366 0.5118 0.4212 0.0248 -0.040
H -4.410393 5.222081 -4.339803 0.0416 -0.6505 -0.6555 0.276
H -5.692572 4.333280 -5.190727 0.0378 -0.2412 0.2314 0.266
H -4.066975 4.173085 -5.763997 0.9971 -0.2724 -0.7394 0.309
C 0.394194 -0.363734 6.218754 0.8450 -0.8924 1.3489 -0.388
O 1.003339 0.959433 6.126423 0.7377 -0.0696 -0.1039 -0.319
C 2.369130 1.121241 6.112545 -1.4883 -0.7394 -0.4790 0.816
O 3.170807 0.253380 6.312025 0.0091 0.0266 0.1922 -0.560
O 2.642103 2.385419 5.759334 -1.3832 -1.4094 0.3865 -0.282
C 4.003418 2.706522 5.805130 0.6361 1.0751 1.2613 -0.600
H -0.539462 -0.273356 5.637074 0.3901 -0.1172 0.6180 0.073
H 0.244208 -0.694359 7.336726 -0.0098 1.0168 -2.1044 0.286
H 1.023611 -1.194779 5.796136 -0.3323 1.1304 0.1130 0.208
H 3.993442 3.644370 5.284357 0.6032 0.5910 -0.0581 0.237
H 4.649591 2.012690 5.302895 0.0880 -0.5455 -0.2175 0.236
H 4.320284 2.837154 6.877576 -0.1284 -0.1066 -1.0775 0.289
C -4.387410 -7.449757 1.737698 0.4275 0.4011 1.7141 -0.663
O -4.737918 -6.050302 1.445264 0.3611 -1.8371 -0.2513 -0.302
C -4.249843 -5.644116 0.270771 0.7940 0.1708 -0.4355 0.855
O -3.391258 -6.204343 -0.390773 -1.0441 0.6482 0.5887 -0.592
O -4.861159 -4.492230 -0.000737 1.1721 1.2586 -0.7397 -0.311
C -4.259540 -3.669600 -1.102695 -2.2496 0.8082 0.6710 -0.563
H -5.156500 -8.144173 1.396126 -0.0086 0.3175 -0.2740 0.275
H -4.377797 -7.497013 2.869439 0.1090 0.0275 -1.3588 0.213
H -3.393308 -7.726925 1.324578 -0.8038 0.3820 0.2788 0.327
H -3.912025 -2.610215 -0.775593 -0.7479 -2.1166 -0.1306 0.050
H -5.124344 -3.642829 -1.811066 0.9172 0.5232 0.3797 0.308
H -3.489432 -4.229169 -1.550037 1.1174 -0.5222 -0.3926 0.403
C -0.169747 1.401547 -4.969752 2.2286 -2.3922 0.3388 -0.501
O 1.244040 1.501333 -5.412594 -0.3559 0.0066 -1.2171 -0.101
C 1.433362 1.007102 -6.653269 -0.0493 -0.0868 -1.0104 0.671
O 0.551118 0.676008 -7.424934 1.0854 0.2180 0.8287 -0.618
O 2.772561 0.941809 -6.902808 -0.8216 0.6916 0.2515 -0.263
C 3.325139 0.317902 -8.087099 0.1223 -0.1232 0.0749 -0.696
H -0.007477 1.426945 -3.892686 -0.7517 0.5825 -0.0904 -0.061
H -0.417776 0.369542 -5.249005 -0.4982 0.2783 0.2308 0.378
H -0.851309 2.058726 -5.445221 -0.2151 1.0191 -0.1293 0.387
H 2.592101 -0.076127 -8.798278 -0.1911 0.2255 0.4549 0.337
H 3.883644 -0.496702 -7.633410 0.2493 -0.2092 -0.5251 0.248
H 4.023537 0.986912 -8.650724 -0.7328 -0.2035 0.8666 0.234
C 5.313324 -2.023706 -0.683296 2.5264 -2.1032 -1.1584 -0.676
O 4.832735 -2.653115 -1.913448 -0.4712 1.6706 0.0205 -0.429
C 3.736582 -2.026504 -2.354258 -0.0513 -0.7469 -0.5474 0.633
O 2.878160 -1.540547 -1.665097 0.1444 0.2819 0.3813 -0.301
O 3.677389 -2.095466 -3.695740 -0.6358 -0.1046 0.5360 -0.400
C 2.409659 -1.582760 -4.171171 0.5985 0.7649 -0.5916 -0.271
H 5.654459 -1.011204 -0.794667 -0.2311 0.4989 -0.5130 0.284
H 6.209445 -2.679516 -0.557648 -0.6742 0.7225 0.7461 0.283
H 4.619697 -2.097803 0.097035 -1.0210 -0.2948 1.0594 0.307
H 2.147052 -2.094540 -5.080657 0.3481 -0.2471 -0.5160 0.386
H 2.564637 -0.498171 -4.390828 -0.5640 -0.7883 0.4039 -0.023
H 1.620398 -1.812034 -3.469437 -0.0501 0.4180 0.2616 0.154
C -6.097709 -0.644066 1.782923 -0.6583 -1.2970 -1.4508 -0.623
O -6.203426 0.701836 2.081108 -0.1199 0.9275 0.5285 -0.343
C -5.388328 1.130660 3.023480 -0.0070 1.1397 0.6715 0.966
O -4.498360 0.548145 3.576236 0.4075 -0.9696 -0.1777 -0.551
O -5.739503 2.371965 3.341405 0.1143 1.1394 -0.6187 -0.394
C -4.655035 3.141585 3.914393 -0.3442 -0.1038 -0.4142 0.084
H -7.110883 -0.956387 1.511927 0.2384 -0.1113 -0.1349 0.325
H -5.774889 -1.245608 2.605859 0.3563 -0.2067 0.5665 0.294
H -5.427928 -0.775677 0.926414 -0.0282 -0.1488 0.1779 0.153
H -4.730954 4.212885 3.639325 -0.5504 -0.7559 0.4692 0.258
H -3.741808 2.785981 3.494737 0.6405 -0.2245 -0.3874 -0.450
H -4.633595 2.888037 4.955413 0.0166 0.5733 0.7397 0.327
C -2.466239 -1.911772 3.068581 1.8941 1.5820 -0.1777 -0.457
O -2.436301 -1.786700 1.638379 -1.1113 -0.8497 -0.3705 -0.104
C -1.340240 -1.402409 1.050588 -0.5444 1.0272 -1.6967 0.544
O -0.394270 -0.949949 1.602675 2.0455 0.1552 1.1232 -0.435
O -1.478692 -1.406791 -0.302787 0.7829 0.0037 0.4669 -0.492
C -0.258046 -0.962262 -1.024414 -0.3907 0.1135 0.6672 -0.244
H -2.263921 -0.921968 3.570649 0.0152 -1.1529 -0.5839 -0.005
H -1.806941 -2.717712 3.386557 0.1706 0.1976 0.0647 0.363
H -3.450044 -2.157758 3.244457 -2.1085 -0.5920 0.6283 0.206
H 0.140028 0.021414 -0.655098 -0.5692 -1.0389 -0.2417 -0.105
H -0.600167 -0.898084 -2.046511 -0.0644 0.2321 -0.2340 0.309
H 0.519252 -1.731437 -0.976874 -0.1673 0.2319 0.2786 0.354
C 7.423528 -0.690245 3.106903 -0.8351 -0.2234 -0.7981 -0.682
O 6.295984 -1.646229 3.022915 1.3544 -0.0937 0.2187 -0.402
C 5.060964 -1.181727 2.788827 0.6929 -0.8272 1.2122 0.795
O 4.846536 -0.040708 2.540625 -1.0931 1.0712 -0.5274 -0.421
O 4.203120 -2.203272 2.998818 0.7391 0.1318 -0.3775 -0.372
C 2.797596 -2.058108 2.814060 -0.3902 1.7757 0.3219 0.096
H 7.336344 -0.008156 3.924701 -0.6200 0.3026 0.6967 0.302
H 7.516619 -0.075999 2.208898 -0.2418 -0.3067 -0.1042 0.281
H 8.352273 -1.225635 3.270171 -0.2957 -0.6126 -0.1855 0.262
H 2.405223 -2.982803 2.442030 -0.0717 -0.5489 0.0984 0.323
H 2.532695 -1.271224 2.106053 0.3415 -0.1266 -0.1633 -0.180
H 2.311577 -1.716137 3.749830 0.3638 -0.6030 -0.2506 0.131
C 2.563379 1.145076 0.759692 -0.4411 -1.7304 -1.4687 -0.130
O 2.310733 1.584133 -0.598645 0.7422 0.7697 -1.3316 -0.117
C 3.326714 1.540789 -1.493476 1.2928 -0.2974 1.3751 0.677
O 4.440135 1.082098 -1.280347 -1.2151 0.2784 0.1130 -0.651
O 2.997518 2.149099 -2.621702 0.2184 -0.4088 -0.7255 -0.212
C 4.108787 2.255292 -3.583883 0.8870 0.7639 1.5778 -0.771
H 1.617594 1.455164 1.231647 0.4337 -0.8480 0.1739 -0.155
H 3.391979 1.635591 1.228318 0.5702 0.2843 -0.0406 0.587
H 2.793527 0.028476 0.611939 -0.6171 1.6476 0.9823 -0.187
H 4.678621 1.331935 -3.768583 -0.7246 0.0451 0.2668 0.284
H 4.859889 2.980751 -3.133653 -0.9762 -0.7254 -0.7216 0.340
H 3.653380 2.628145 -4.476332 -0.1775 0.2078 -0.4268 0.233
```
Positions in Å, forces in eV/Å.

energy	-3436.2612	a.u.
SMILES	COC(=O)OC.COC(=O)OC.COC(=O)OC.COC(=O)OC.COC(=O)OC.COC(=O)OC.COC(=O)OC.COC(=O)OC.COC(=O)OC.COC(=O)OC
gap between HOMO and LUMO	11.082	eV
charge	0
molecular weight	900.78	g mol⁻¹

---

[2]
Computed, not measured: 10 unconnected molecules or ions with the total composition C30H60O30 in a non-equilibrium geometry, with ωB97M-V/def2-TZVPD.

Geometry as XYZ:
```
120
Properties=species:S:1:pos:R:3:forces:R:3:mulliken_charge:R:1
C 0.053111 -8.176357 0.335103 0.5660 0.9144 -0.9674 -0.647
O 0.254041 -9.523977 0.725763 0.8502 -1.3995 0.5108 -0.325
C 1.321231 -10.346557 0.407583 0.0616 0.1664 -2.8476 0.757
O 2.299341 -10.068277 -0.299227 -2.8290 -0.5705 2.7381 -0.542
O 1.015561 -11.671177 0.719693 -0.0557 1.3397 0.3381 -0.284
C -0.117459 -11.981527 1.558063 -0.5913 1.0065 1.6155 -0.631
H -0.675899 -8.090967 -0.470717 -0.2837 -0.5688 0.0820 0.276
H 0.919821 -7.674457 -0.095027 0.4726 -0.3889 0.3375 0.327
H -0.314479 -7.565447 1.159593 0.1359 -0.4700 0.2734 0.219
H -0.051999 -12.916507 2.114493 0.8111 -0.4045 -0.8964 0.317
H -1.129069 -11.923457 1.156363 0.3956 -0.0838 -1.1066 0.293
H -0.212559 -11.287717 2.393333 0.4626 0.4650 -0.0701 0.242
C 4.352581 7.039443 -9.083257 1.0248 3.5087 -0.5074 -0.713
O 3.909301 5.793183 -8.808797 0.2540 -2.6270 1.2568 -0.305
C 4.610671 5.106363 -7.859437 2.7849 4.2190 1.5830 0.859
O 5.516681 5.581673 -7.134217 -2.3066 -1.2211 -2.0798 -0.608
O 4.144241 3.939693 -7.797867 -1.2295 -2.9778 -0.1810 -0.299
C 4.662351 3.009283 -6.860467 1.0785 -0.7792 0.2031 -0.666
H 5.038591 7.480613 -8.360167 -0.1006 -0.4765 0.4743 0.340
H 3.509841 7.729733 -9.120447 -0.1475 -0.1450 -0.2463 0.256
H 4.922361 7.117713 -10.009177 -0.2831 -0.3831 -0.3696 0.271
H 5.729931 2.806933 -6.946627 0.2587 0.6833 -0.5180 0.314
H 4.246621 2.041043 -7.139357 -0.6554 0.3176 0.5290 0.263
H 4.565761 3.342713 -5.827217 -0.6888 -0.1201 -0.1334 0.289
C -6.773519 0.528673 1.294253 0.6395 0.5730 -1.5684 -0.580
O -7.359749 0.467923 2.555813 -1.9415 -0.0116 1.5082 -0.304
C -8.505569 1.176253 2.849783 -0.1077 1.0756 3.6609 0.763
O -9.061009 1.171983 3.973973 1.8527 -0.8410 -3.6313 -0.577
O -8.797149 2.077023 1.923983 0.7220 -1.4520 -1.9929 -0.324
C -9.684269 3.132543 2.185763 0.1079 0.7888 0.2327 -0.618
H -5.842209 -0.034997 1.239173 -0.2377 -0.4079 0.7260 0.280
H -6.446849 1.537493 1.041943 -0.4013 0.2244 -0.0420 0.264
H -7.418179 0.135983 0.507923 -0.1728 0.1306 0.0448 0.276
H -10.730699 2.942863 1.946803 -0.0487 -0.7259 0.8225 0.256
H -9.473059 3.917483 1.459553 0.6493 0.0588 0.2043 0.230
H -9.404199 3.405393 3.203223 -1.0572 0.5918 0.0183 0.333
C 4.995901 0.828693 10.741763 -1.1346 0.9854 0.9834 -0.730
O 5.312731 0.842013 9.337903 0.4965 -0.1763 1.9182 -0.298
C 4.395721 0.663623 8.407163 -3.5990 0.4690 0.6223 0.822
O 3.162391 0.702143 8.535283 2.6550 -0.2249 -0.1258 -0.600
O 5.051841 0.497163 7.295513 1.0673 -0.4263 0.3116 -0.298
C 4.434921 0.434893 6.048643 0.3819 -0.2954 -1.1259 -0.630
H 5.228401 1.769093 11.241453 1.2285 0.2054 -0.6014 0.289
H 5.432301 0.018653 11.326143 0.3187 -0.1430 -0.7447 0.288
H 3.949821 0.895803 11.040603 -0.5683 -0.8723 -1.1279 0.330
H 3.493731 -0.112417 5.996463 -0.1825 0.4813 0.4399 0.324
H 5.149511 -0.151937 5.471503 -0.0779 0.1492 -0.3025 0.239
H 4.430451 1.453043 5.659473 -0.5836 -0.1458 -0.2525 0.265
C 4.596061 7.671363 3.283863 -1.5103 0.5847 -0.8763 -0.629
O 5.411141 6.579473 3.586903 -4.2983 -0.9706 3.3357 -0.255
C 6.397111 6.282963 2.904053 4.8394 -1.2026 -2.1433 0.678
O 7.169211 7.147963 2.538803 0.3683 -1.7008 -1.0369 -0.560
O 6.472881 4.860013 2.765593 -0.0164 1.7472 0.6653 -0.247
C 7.595571 4.269843 2.066403 -0.4102 1.6510 -0.8916 -0.628
H 4.663801 8.556283 3.916663 0.6830 -0.2822 0.1377 0.259
H 3.581341 7.285923 3.383353 -0.0641 0.1171 0.1314 0.258
H 4.703011 7.941843 2.233383 0.3018 0.2126 0.0952 0.326
H 7.624561 4.850283 1.144263 0.6031 -0.2184 -0.2362 0.292
H 7.385171 3.237543 1.786793 -0.2781 0.1126 0.5603 0.226
H 8.551451 4.379843 2.578553 -0.2329 -0.0642 0.2490 0.280
C 2.841501 2.358893 0.235693 1.8277 -0.5441 -1.2185 -0.676
O 1.794911 1.436473 0.502223 -1.0177 1.1527 1.9258 -0.312
C 1.651521 0.214223 0.023413 0.6488 -0.0523 -1.9241 0.778
O 2.388801 -0.249767 -0.833247 -1.1902 -0.2440 1.4903 -0.561
O 0.484341 -0.302927 0.533513 0.9804 1.1982 -0.1755 -0.286
C 0.280491 -1.694087 0.442873 1.1781 -1.2210 -0.1692 -0.658
H 3.066041 3.150723 0.950323 -1.5858 -0.1310 0.6050 0.290
H 2.742541 2.815893 -0.748917 -0.2991 -0.1103 0.0079 0.292
H 3.831681 1.903693 0.256983 -0.1162 -0.8093 -0.4038 0.301
H -0.760969 -1.994697 0.328463 0.0135 0.6618 -0.1063 0.226
H 0.673411 -2.171707 1.340423 -0.1629 0.0850 0.2683 0.265
H 0.894071 -2.104257 -0.359237 -0.2737 0.0289 -0.2959 0.340
C -0.626129 -11.251067 7.066033 0.2780 -1.0178 1.0092 -0.649
O -0.524689 -10.009817 6.443553 -0.0375 1.4178 -1.7319 -0.256
C -1.247969 -8.935087 6.755713 -0.2975 1.2282 2.1157 0.698
O -1.831939 -8.732147 7.834853 1.2521 -0.6487 -3.4862 -0.544
O -1.116849 -7.992397 5.705103 1.9770 -4.0669 2.4155 -0.251
C -2.164789 -7.145037 5.648013 -1.8170 2.0722 -1.3069 -0.667
H 0.149091 -11.908197 6.671923 0.2572 0.4499 -0.2239 0.237
H -1.544009 -11.788137 6.826953 -0.3652 0.4670 0.3179 0.295
H -0.423249 -11.154917 8.132653 -0.4828 -0.1007 0.0871 0.314
H -2.047279 -6.639157 4.689683 -0.1105 0.1195 -0.1137 0.214
H -2.152379 -6.344377 6.387533 -0.2927 -0.3712 0.4229 0.270
H -3.084169 -7.725147 5.568613 -0.3613 0.4455 0.4812 0.338
C -2.331409 -3.662587 -4.855267 0.6002 1.7917 -1.8396 -0.630
O -2.425329 -4.993337 -4.552997 -0.9264 -3.2474 -0.3258 -0.286
C -2.549869 -5.964337 -5.580617 -0.3089 0.9110 0.9102 0.736
O -2.342839 -5.845157 -6.758687 -0.1101 0.4415 0.8851 -0.522
O -2.967669 -7.063317 -4.957307 -0.8943 -0.5483 0.2932 -0.282
C -3.550789 -8.154077 -5.743107 1.3209 0.5928 -1.0457 -0.637
H -1.753659 -3.125767 -4.102847 0.5151 -0.4105 -0.2068 0.200
H -3.233179 -3.055737 -4.936807 -0.8831 -0.7348 0.3200 0.274
H -1.945559 -3.622637 -5.873907 0.7233 0.6492 0.0974 0.315
H -4.076389 -8.880817 -5.123687 0.2335 0.5585 0.3234 0.231
H -2.723599 -8.624087 -6.275037 0.0150 -0.3389 0.2146 0.298
H -4.177859 -7.787977 -6.556037 -0.2798 0.3384 0.3825 0.302
C -7.340239 2.078663 -3.442257 -0.4720 0.6157 -1.2936 -0.670
O -5.927629 1.944803 -3.378187 1.5725 -0.0824 0.6330 -0.276
C -5.166849 2.673303 -4.260967 -0.8029 -0.2600 -0.4488 0.702
O -5.628149 3.141763 -5.286657 1.4301 -0.5888 1.8587 -0.534
O -3.836409 2.728913 -3.891477 -1.8374 -0.2862 -2.0623 -0.293
C -3.401619 2.701283 -2.563957 -0.2436 1.0563 1.3932 -0.602
H -7.647849 1.916763 -4.475347 -0.0636 0.5415 -0.1177 0.320
H -7.569749 3.084603 -3.090817 -0.4030 -0.0809 -0.1844 0.301
H -7.940759 1.342023 -2.908567 0.9973 -0.1902 0.6581 0.239
H -3.263519 1.732893 -2.083077 -0.1861 -0.2127 -0.4852 0.260
H -4.088409 3.304623 -1.970327 -0.1180 -0.2262 0.2986 0.312
H -2.468919 3.264293 -2.529347 0.1338 -0.2868 -0.2269 0.242
C 1.155541 6.805913 -4.056427 0.8116 0.2953 -0.9394 -0.572
O 0.569591 7.526713 -3.011427 -1.3440 1.2591 1.6976 -0.280
C 0.127211 8.800923 -3.012157 -1.5411 0.9121 -1.9570 0.677
O -0.844759 9.165063 -2.341407 3.4804 -0.4618 -1.8243 -0.534
O 0.827111 9.554663 -4.057417 -1.5544 -1.6267 2.6562 -0.307
C 0.343641 10.883553 -4.386527 0.0183 -1.4174 -0.4838 -0.601
H 0.615181 6.855573 -5.001767 -0.2957 0.2588 0.1173 0.309
H 1.154181 5.763963 -3.736367 0.2591 0.1867 0.0726 0.232
H 2.152121 7.211963 -4.229807 0.1667 -0.4251 -0.0882 0.280
H 1.078541 11.176633 -5.136277 0.2415 0.7324 0.6445 0.229
H 0.203401 11.471393 -3.479407 0.1942 0.2300 -0.3997 0.276
H -0.560629 10.787873 -4.987557 -0.4290 0.0430 0.4957 0.289
```
Positions in Å, forces in eV/Å.

energy	-3436.0572	a.u.
SMILES	COC(=O)OC.COC(=O)OC.COC(=O)OC.COC(=O)OC.COC(=O)OC.COC(=O)OC.COC(=O)OC.COC(=O)OC.COC(=O)OC.COC(=O)OC
gap between HOMO and LUMO	10.600	eV
charge	0
molecular weight	900.78	g mol⁻¹